[1]
The following is a DFT calculation (the ωB97M-V functional and the def2-TZVPD basis) of C19H31N3O2S in the gas phase.

Element x y z (Å)
C  -3.3193  -1.1556  1.3658
C  -2.4171  -1.5720  0.2111
C  -2.2978  -0.4688  -0.8363
C  -1.4274  -0.9250  -2.0104
N  -1.2062  0.0327  -3.0814
C  -2.3841  0.5219  -3.7387
N  -2.9816  1.6096  -2.9851
C  -2.2299  2.5247  -2.3267
S  -2.9683  3.8622  -1.6844
N  -0.9143  2.2752  -2.1869
C  -0.0312  3.2892  -1.6511
C  0.0564  3.2659  -0.1197
C  0.5074  1.9467  0.4397
C  -0.2269  1.3034  1.4216
C  0.1825  0.0809  1.9263
C  1.3243  -0.5528  1.4545
O  1.7308  -1.7910  1.8787
C  1.0338  -2.4238  2.9315
C  1.7629  -3.7213  3.2454
C  2.1031  0.1068  0.4838
O  3.2375  -0.3710  -0.1123
C  4.1392  -1.1984  0.6025
C  4.7036  -0.5171  1.8439
C  1.6789  1.3414  0.0075
C  -0.2979  1.1075  -2.8190
H  -4.3245  -0.9459  1.0071
H  -2.9353  -0.2569  1.8417
H  -3.3803  -1.9450  2.1121
H  -2.8179  -2.4751  -0.2563
H  -1.4201  -1.8089  0.5892
H  -3.2948  -0.2042  -1.1935
H  -1.8564  0.4172  -0.3775
H  -1.8810  -1.8074  -2.4745
H  -0.4420  -1.2149  -1.6368
H  -3.1146  -0.2841  -3.8400
H  -2.0972  0.8674  -4.7461
H  -3.9471  1.8593  -3.1284
H  0.9541  3.1410  -2.0971
H  -0.4144  4.2692  -1.9538
H  -0.9267  3.5148  0.2818
H  0.7529  4.0524  0.1823
H  -1.1288  1.7577  1.8044
H  -0.4168  -0.3900  2.6888
H  1.0148  -1.7755  3.8186
H  -0.0012  -2.6367  2.6286
H  1.7874  -4.3560  2.3635
H  1.2527  -4.2461  4.0478
H  2.7848  -3.5105  3.5498
H  4.9387  -1.3885  -0.1196
H  3.6686  -2.1484  0.8711
H  3.9170  -0.3465  2.5749
H  5.4675  -1.1470  2.2915
H  5.1446  0.4413  1.5786
H  2.3118  1.8212  -0.7239
H  0.5014  0.7508  -2.1650
H  0.1445  1.4241  -3.7797

Its charge is 0. The SMILES is CCCCN1CNC(=S)N(CCc2ccc(OCC)c(OCC)c2)C1. Its energy above the lowest of the compared OMol25 structures with the same formula, charge and spin is 8.5 kJ/mol. Its multiplicity is 1. The value obtained for the calculated total energy is -39606.746 eV. Its HOMO energy is -7.88 eV. The strongest force on any atom comes out at 0.0170 hartree/bohr. Its molecular weight is 365.543 g mol⁻¹.


[2]
The following is a DFT calculation (the ωB97M-V functional and the def2-TZVPD basis) of 2 unconnected molecules or ions with the total composition C4H10N2Si.

Element x y z (Å)
C  3.0430  -0.4288  0.0391
C  -2.0800  -1.6715  0.4012
C  2.0495  0.1549  0.6901
C  -1.0984  -1.2867  -0.3829
N  -0.4633  1.4565  -1.5650
N  -1.4241  1.4589  0.9434
Si  -0.5239  0.4495  -0.1469
H  4.1702  -0.4278  0.1855
H  2.7206  -0.9986  -0.7641
H  -2.7328  -2.5404  0.2494
H  -2.1093  -1.2682  1.3100
H  2.2522  0.7185  1.4967
H  -0.9377  -1.8981  -1.2990
H  0.2407  2.1337  -1.6330
H  -0.7609  1.1896  -2.4812
H  -1.0333  2.3156  1.2005
H  -1.9737  1.1905  1.7049

Its charge is 0. Its energy above the lowest of the compared OMol25 structures with the same formula, charge and spin is 260.2 kJ/mol. Its multiplicity is 1. The value obtained for the calculated total energy is -15165.248 eV. Its HOMO energy is -7.93 eV. The strongest force on any atom comes out at 0.0832 hartree/bohr. Its molecular weight is 114.224 g mol⁻¹.


[3]
The following is a DFT calculation (the ωB97M-V functional and the def2-TZVPD basis) of 2 unconnected molecules or ions with the total composition C5H10IN.

Element x y z (Å)
C  1.8690  -3.1035  -0.6465
C  -1.0967  1.8117  1.2405
C  -1.4267  0.3928  -0.8761
C  -0.6410  0.6000  0.3793
C  0.8559  0.7970  -0.0129
N  0.6662  -3.1382  -0.5704
I  2.4479  0.0706  1.0093
H  2.4831  -2.1909  -0.4609
H  2.6842  -3.8605  -1.1061
H  -2.2325  2.0121  1.1520
H  -0.7561  1.5846  2.2829
H  -0.6322  2.7979  0.9829
H  -2.2661  -0.1596  -0.5927
H  -1.5386  1.4141  -1.3113
H  -0.6885  -0.0997  -1.4335
H  -0.8363  -0.2936  0.8129
H  1.1082  1.3652  -0.8494

Its charge is 0. Its energy above the lowest of the compared OMol25 structures with the same formula, charge and spin is 375.5 kJ/mol. Its multiplicity is 1. The value obtained for the calculated total energy is -14932.699 eV. Its HOMO energy (spin up / spin down) is -9.33 / -7.85 eV. The strongest force on any atom comes out at 0.0849 hartree/bohr. Its molecular weight is 211.046 g mol⁻¹.